Entry 1:
Molecular formula: C3H7NO2
Method: DFT, ωB97M-V with the def2-TZVPD basis set

Structure (ORCA input):
```
! wB97M-V def2-TZVPD RIJCOSX def2/J DEFGRID3
* xyz 0 1
N -1.4071 1.2867 0.8673
C -1.2900 1.1001 -0.4362
O -1.8120 1.4211 -1.4528
C 0.4665 0.3952 -0.7122
C 0.4038 -1.0289 -0.1955
O 0.4602 -0.9466 1.2263
H -0.9599 0.5203 1.3789
H -0.1273 1.3269 0.2463
H 1.3983 0.8624 -0.3491
H 0.4671 0.4691 -1.7989
H -0.5305 -1.5087 -0.5218
H 1.2434 -1.6260 -0.5793
H 0.2740 -1.8165 1.5990
*
```

The calculation puts the HOMO energy at -0.3360 hartree. The calculation puts the relative energy (zero: lowest compared OMol25 entry of this formula, charge and spin) at 113.9 kcal per mole. For the LUMO energy, the calculation gives 0.6 eV.

---

Entry 2:
Molecular formula: C3H7NO2
Method: DFT, ωB97M-V with the def2-TZVPD basis set

Structure (ORCA input):
```
! wB97M-V def2-TZVPD RIJCOSX def2/J DEFGRID3
* xyz 0 1
N -0.2765 1.3502 0.3452
C -0.3825 -0.0810 -0.0098
C -0.3996 -0.1744 -1.6051
O 0.5114 -0.7605 -2.2491
C 0.9282 -0.8397 0.5275
O 0.9472 -0.4596 1.9646
H -1.1006 1.5157 0.8838
H -0.4589 1.8487 -0.5433
H -1.2960 -0.4490 0.5002
H -1.2914 0.2188 -2.1384
H 1.7504 -0.5057 -0.1996
H 0.8132 -1.9611 0.6180
H 0.2551 0.2977 1.9061
*
```

The calculation puts the HOMO energy at -0.3626 hartree. The calculation puts the relative energy (zero: lowest compared OMol25 entry of this formula, charge and spin) at 70.1 kcal per mole. For the LUMO energy, the calculation gives 0.1 eV.